{"formula": "C29H62B3N3O9PS", "method": "ωB97M-V/def2-TZVPD", "elements": ["C", "B", "O", "B", "C", "S", "O", "O", "O", "B", "P", "O", "O", "H", "H", "H", "H", "H", "H", "H", "H", "C", "C", "C", "C", "C", "C", "N", "O", "C", "C", "C", "H", "H", "H", "H", "H", "H", "H", "H", "H", "H", "H", "H", "H", "H", "H", "H", "H", "H", "C", "C", "C", "C", "C", "C", "N", "O", "C", "C", "C", "H", "H", "H", "H", "H", "H", "H", "H", "H", "H", "H", "H", "H", "H", "H", "H", "H", "H", "C", "C", "C", "C", "C", "C", "N", "O", "C", "C", "C", "H", "H", "H", "H", "H", "H", "H", "H", "H", "H", "H", "H", "H", "H", "H", "H", "H", "H"], "positions_angstrom": [[-4.106, -3.488, 4.622], [-4.336, -2.082, 5.228], [-3.292, -1.180, 5.456], [-3.486, 0.039, 4.866], [-2.349, 0.862, 4.137], [-1.127, -0.081, 3.255], [-0.844, 0.621, 2.035], [-1.487, -1.470, 3.226], [-4.761, 0.593, 4.905], [-5.792, -0.327, 4.854], [-7.420, 0.093, 3.865], [-8.152, 1.256, 4.445], [-5.612, -1.549, 5.458], [-5.023, -4.074, 4.615], [-3.791, -3.345, 3.583], [-3.307, -4.037, 5.120], [-2.777, 1.524, 3.385], [-1.832, 1.477, 4.880], [-0.035, 0.046, 4.049], [-8.166, -1.097, 3.788], [-6.980, 0.259, 2.534], [4.314, 1.713, -1.903], [4.883, 2.461, -0.687], [5.839, 1.577, 0.123], [5.144, 0.536, 0.996], [4.111, 1.194, 1.905], [3.075, 2.006, 1.120], [3.797, 2.972, 0.219], [4.132, 4.049, 0.829], [2.140, 1.060, 0.358], [2.198, 2.813, 2.073], [5.660, 3.651, -1.242], [3.459, 1.087, -1.682], [3.997, 2.429, -2.663], [5.091, 1.082, -2.336], [6.442, 2.223, 0.769], [6.533, 1.099, -0.574], [4.686, -0.238, 0.373], [5.896, 0.032, 1.608], [3.582, 0.446, 2.502], [4.626, 1.857, 2.607], [1.514, 1.609, -0.346], [1.479, 0.574, 1.073], [2.659, 0.269, -0.177], [2.789, 3.443, 2.732], [1.615, 2.115, 2.676], [1.505, 3.446, 1.519], [4.987, 4.363, -1.719], [6.359, 3.274, -1.991], [6.219, 4.172, -0.469], [10.069, -1.623, -5.053], [9.836, -0.642, -3.893], [11.025, -0.614, -2.919], [11.103, -1.817, -1.983], [9.786, -1.999, -1.235], [8.586, -2.135, -2.177], [8.583, -0.970, -3.133], [8.025, 0.072, -2.633], [8.631, -3.491, -2.891], [7.283, -2.089, -1.392], [9.678, 0.738, -4.523], [9.832, -2.654, -4.822], [9.455, -1.339, -5.908], [11.114, -1.585, -5.361], [10.947, 0.293, -2.312], [11.941, -0.520, -3.505], [11.366, -2.721, -2.539], [11.908, -1.656, -1.263], [9.820, -2.882, -0.593], [9.626, -1.134, -0.583], [7.897, -3.533, -3.697], [8.383, -4.267, -2.166], [9.608, -3.743, -3.293], [7.223, -1.194, -0.778], [7.220, -2.959, -0.737], [6.422, -2.101, -2.061], [8.770, 0.788, -5.123], [10.536, 0.911, -5.177], [9.640, 1.528, -3.778], [-10.323, -1.131, -2.169], [-10.642, -1.221, -0.668], [-12.124, -0.934, -0.381], [-12.507, 0.541, -0.454], [-11.604, 1.373, 0.451], [-10.118, 1.194, 0.131], [-9.790, -0.280, 0.136], [-9.533, -0.727, 1.310], [-9.781, 1.868, -1.205], [-9.260, 1.856, 1.198], [-10.322, -2.652, -0.247], [-10.141, -0.127, -2.529], [-9.431, -1.717, -2.395], [-11.152, -1.544, -2.744], [-12.355, -1.303, 0.623], [-12.724, -1.524, -1.077], [-12.465, 0.899, -1.487], [-13.544, 0.656, -0.134], [-11.844, 2.437, 0.374], [-11.777, 1.081, 1.491], [-8.780, 1.595, -1.540], [-9.805, 2.948, -1.055], [-10.489, 1.648, -1.999], [-9.511, 1.500, 2.193], [-9.402, 2.937, 1.177], [-8.205, 1.648, 1.012], [-9.252, -2.848, -0.322], [-10.847, -3.329, -0.924], [-10.638, -2.860, 0.771]], "spin_multiplicity": 4, "total_charge": 0, "e_lumo_ev": [0.13, 0.13], "homo_lumo_gap_ev": [7.91, 9.09]}



{"formula": "C29H62BrF8O12P3Si", "method": "ωB97M-V/def2-TZVPD", "elements": ["C", "C", "C", "C", "C", "Si", "Br", "C", "C", "C", "F", "C", "F", "F", "C", "F", "F", "C", "F", "F", "F", "H", "H", "H", "H", "H", "H", "H", "H", "H", "H", "H", "H", "H", "H", "H", "H", "H", "C", "C", "O", "P", "O", "O", "C", "C", "O", "C", "C", "H", "H", "H", "H", "H", "H", "H", "H", "H", "H", "H", "H", "H", "H", "H", "C", "C", "O", "P", "O", "O", "C", "C", "O", "C", "C", "H", "H", "H", "H", "H", "H", "H", "H", "H", "H", "H", "H", "H", "H", "H", "C", "C", "O", "P", "O", "O", "C", "C", "O", "C", "C", "H", "H", "H", "H", "H", "H", "H", "H", "H", "H", "H", "H", "H", "H", "H"], "positions_angstrom": [[-0.718, -6.944, 2.482], [0.425, -5.931, 2.274], [-0.170, -4.636, 1.714], [0.759, -3.699, 0.902], [2.281, -3.968, 0.930], [3.282, -3.056, 2.232], [4.817, -1.818, 1.156], [4.290, -4.149, 3.361], [3.481, -5.175, 4.171], [4.120, -5.478, 5.537], [3.400, -6.339, 3.420], [2.221, -1.798, 3.267], [2.977, -1.474, 4.369], [1.100, -2.395, 3.772], [1.863, -0.455, 2.584], [2.820, 0.450, 2.835], [1.774, -0.586, 1.249], [0.543, 0.195, 3.067], [0.573, 0.440, 4.361], [-0.514, -0.530, 2.746], [0.408, 1.362, 2.439], [-0.318, -7.908, 2.798], [-1.200, -7.125, 1.518], [-1.468, -6.580, 3.183], [0.827, -5.755, 3.272], [1.137, -6.419, 1.613], [-0.660, -4.102, 2.531], [-0.986, -4.932, 1.049], [0.536, -2.675, 1.203], [0.448, -3.751, -0.143], [2.673, -3.558, -0.006], [2.552, -5.022, 0.929], [4.792, -3.477, 4.061], [5.078, -4.624, 2.773], [2.501, -4.736, 4.384], [4.705, -4.625, 5.868], [3.317, -5.628, 6.258], [4.721, -6.379, 5.436], [0.050, 3.311, 9.350], [-1.372, 3.437, 9.866], [-2.160, 4.344, 9.089], [-2.646, 3.897, 7.624], [-3.561, 2.751, 7.736], [-3.594, 5.158, 7.259], [-4.970, 4.983, 6.924], [-5.856, 5.160, 8.140], [-1.409, 4.468, 6.774], [-1.044, 3.797, 5.544], [-2.149, 3.866, 4.509], [0.075, 2.809, 8.379], [0.657, 2.729, 10.044], [0.500, 4.294, 9.220], [-1.859, 2.458, 9.897], [-1.364, 3.833, 10.881], [-5.136, 4.014, 6.455], [-5.207, 5.745, 6.179], [-5.520, 4.535, 8.967], [-6.891, 4.904, 7.905], [-5.825, 6.195, 8.484], [-0.789, 2.757, 5.763], [-0.146, 4.288, 5.175], [-3.033, 3.311, 4.835], [-1.812, 3.437, 3.565], [-2.455, 4.898, 4.343], [-0.599, -1.545, -2.112], [0.820, -1.132, -1.758], [1.797, -1.776, -2.575], [1.968, -1.311, -4.129], [2.554, 0.042, -3.970], [3.267, -2.197, -4.539], [4.462, -1.588, -5.033], [5.455, -1.353, -3.914], [0.972, -2.495, -4.645], [0.180, -2.291, -5.840], [1.043, -2.101, -7.071], [-0.889, -1.167, -3.097], [-1.305, -1.151, -1.381], [-0.686, -2.631, -2.143], [0.933, -0.045, -1.828], [1.041, -1.421, -0.735], [4.238, -0.662, -5.563], [4.884, -2.281, -5.763], [4.994, -0.817, -3.084], [6.311, -0.779, -4.271], [5.816, -2.305, -3.521], [-0.476, -1.431, -5.696], [-0.451, -3.172, -5.946], [1.627, -1.176, -7.007], [0.424, -2.044, -7.966], [1.750, -2.923, -7.176], [0.795, 2.210, -5.493], [-0.502, 1.424, -5.487], [-1.657, 2.238, -5.708], [-1.924, 2.810, -7.185], [-2.170, 1.691, -8.107], [-3.373, 3.492, -6.952], [-4.509, 3.114, -7.730], [-5.324, 2.049, -7.027], [-1.146, 4.208, -7.047], [-0.549, 4.792, -8.229], [-1.588, 5.154, -9.271], [1.017, 2.592, -6.493], [1.623, 1.576, -5.181], [0.735, 3.068, -4.824], [-0.474, 0.626, -6.236], [-0.645, 0.956, -4.510], [-4.208, 2.786, -8.725], [-5.110, 4.016, -7.858], [-4.698, 1.210, -6.723], [-6.117, 1.677, -7.678], [-5.780, 2.455, -6.123], [0.186, 4.098, -8.643], [-0.015, 5.680, -7.897], [-2.080, 4.261, -9.667], [-1.123, 5.678, -10.106], [-2.362, 5.787, -8.839]], "spin_multiplicity": 1, "total_charge": 0, "e_above_lowest_kj_mol": 0.0, "e_lumo_ev": -0.01, "smiles": "CCCCC[Si@](Br)(C[C@H](C)F)C(F)(F)C(F)(F)C(F)(F)F.CCOP(=O)(OCC)OCC.CCOP(=O)(OCC)OCC.CCOP(=O)(OCC)OCC", "homo_lumo_gap_ev": 10.27}



{"formula": "C29H63N3O4V", "method": "ωB97M-V/def2-TZVPD", "elements": ["V", "C", "C", "O", "H", "H", "H", "H", "H", "H", "C", "C", "C", "C", "C", "C", "N", "O", "C", "C", "C", "H", "H", "H", "H", "H", "H", "H", "H", "H", "H", "H", "H", "H", "H", "H", "H", "H", "H", "H", "C", "C", "C", "C", "C", "C", "N", "O", "C", "C", "C", "H", "H", "H", "H", "H", "H", "H", "H", "H", "H", "H", "H", "H", "H", "H", "H", "H", "H", "H", "C", "C", "C", "C", "C", "C", "N", "O", "C", "C", "C", "H", "H", "H", "H", "H", "H", "H", "H", "H", "H", "H", "H", "H", "H", "H", "H", "H", "H", "H"], "positions_angstrom": [[0.024, -0.651, 0.111], [-2.485, -3.623, 1.969], [-2.503, -2.405, 1.044], [-1.387, -2.438, 0.176], [-2.634, -4.506, 1.352], [-3.358, -3.736, 2.600], [-1.668, -3.746, 2.652], [-2.422, -1.491, 1.583], [-3.435, -2.476, 0.434], [-1.175, -3.348, 0.009], [-0.696, 2.012, -3.636], [-0.963, 2.149, -2.150], [-1.640, 3.524, -1.744], [-3.166, 3.537, -1.923], [-3.778, 2.405, -1.244], [-3.220, 1.102, -1.818], [-1.769, 1.036, -1.694], [-1.320, -0.148, -1.800], [-3.720, 0.748, -3.201], [-3.838, 0.063, -0.871], [0.413, 2.053, -1.504], [0.235, 2.460, -3.938], [-1.553, 2.497, -4.118], [-0.540, 1.027, -4.000], [-1.179, 4.395, -2.325], [-1.554, 3.662, -0.650], [-3.438, 3.453, -2.997], [-3.503, 4.454, -1.482], [-4.846, 2.398, -1.357], [-3.548, 2.363, -0.146], [-1.741, -0.523, -2.625], [-3.163, 1.035, -4.073], [-4.724, 1.097, -3.402], [-3.770, -0.335, -3.283], [-3.578, -0.879, -1.208], [-4.892, 0.115, -0.772], [-3.388, 0.073, 0.149], [0.373, 2.006, -0.450], [1.073, 2.788, -1.888], [0.960, 1.195, -1.873], [4.109, -0.009, 0.644], [3.749, -0.443, -0.798], [4.775, -1.537, -1.175], [4.592, -2.024, -2.544], [3.169, -2.722, -2.568], [2.003, -1.774, -2.232], [2.369, -1.056, -0.944], [1.971, -1.674, 0.110], [0.720, -2.636, -2.164], [1.743, -0.736, -3.320], [3.926, 0.935, -1.596], [4.152, -0.861, 1.269], [3.554, 0.809, 1.056], [5.118, 0.340, 0.533], [4.802, -2.257, -0.371], [5.733, -1.045, -1.166], [5.302, -2.765, -2.716], [4.796, -1.343, -3.313], [3.181, -3.605, -1.935], [3.085, -3.115, -3.611], [2.628, -2.388, 0.197], [-0.144, -2.077, -2.041], [0.847, -3.393, -1.518], [0.612, -3.100, -3.179], [1.728, -1.255, -4.305], [2.484, 0.111, -3.506], [0.835, -0.179, -3.221], [4.751, 1.438, -1.192], [3.162, 1.613, -1.493], [4.078, 0.694, -2.667], [-1.893, 1.414, 1.882], [-0.680, 1.481, 2.697], [-1.070, 1.505, 4.250], [-1.798, 0.245, 4.675], [-1.020, -1.046, 4.218], [0.350, -0.668, 3.548], [0.081, 0.217, 2.403], [1.141, 0.510, 1.690], [0.939, -1.991, 2.998], [1.617, -0.275, 4.419], [0.018, 2.820, 2.379], [-2.373, 0.462, 1.833], [-1.546, 1.696, 0.917], [-2.679, 2.055, 2.291], [-1.721, 2.333, 4.357], [-0.276, 1.748, 4.982], [-2.771, 0.217, 4.148], [-1.808, 0.217, 5.785], [-1.647, -1.576, 3.550], [-0.872, -1.716, 4.999], [1.806, 0.811, 2.282], [0.685, -2.253, 1.969], [0.761, -2.859, 3.712], [2.055, -1.942, 2.974], [1.522, 0.789, 4.761], [2.482, -0.208, 3.758], [1.804, -0.924, 5.272], [0.531, 2.861, 1.414], [0.700, 3.075, 3.176], [-0.649, 3.713, 2.517]], "spin_multiplicity": 4, "total_charge": 2, "e_above_lowest_kj_mol": 0.0, "e_lumo_ev": [-5.58, -4.70], "homo_lumo_gap_ev": [8.13, 9.08]}



{"formula": "C29H65BrN3O11", "method": "ωB97M-V/def2-TZVPD", "elements": ["C", "C", "N", "C", "C", "N", "C", "O", "N", "C", "C", "O", "Br", "C", "O", "O", "H", "H", "H", "H", "H", "H", "H", "H", "H", "C", "C", "C", "O", "H", "H", "H", "H", "H", "H", "H", "H", "C", "C", "C", "O", "H", "H", "H", "H", "H", "H", "H", "H", "C", "C", "C", "O", "H", "H", "H", "H", "H", "H", "H", "H", "C", "C", "C", "O", "H", "H", "H", "H", "H", "H", "H", "H", "C", "C", "C", "O", "H", "H", "H", "H", "H", "H", "H", "H", "C", "C", "C", "O", "H", "H", "H", "H", "H", "H", "H", "H", "C", "C", "C", "O", "H", "H", "H", "H", "H", "H", "H", "H"], "positions_angstrom": [[8.213, 0.487, 0.660], [7.217, 0.071, -0.614], [7.822, -0.611, -1.641], [5.625, 0.503, -0.548], [4.637, -0.742, -0.027], [5.471, -1.448, 1.064], [5.397, -0.700, 2.245], [5.147, -0.268, 3.513], [3.382, -0.266, 0.663], [2.410, 0.426, -0.262], [2.615, 2.062, -0.378], [2.827, 2.884, 0.667], [2.515, 2.819, -2.270], [4.391, -1.892, -1.189], [5.089, -1.824, -2.335], [3.403, -2.993, -1.091], [9.097, 1.179, 0.305], [7.496, 1.071, 1.416], [8.623, -0.488, 1.208], [8.840, -0.764, -1.445], [5.506, 1.416, 0.212], [5.238, 0.800, -1.616], [2.918, -1.157, 1.015], [2.336, -0.018, -1.341], [1.329, 0.279, 0.224], [-1.876, 0.215, -0.026], [-1.348, 1.617, -0.289], [-2.483, 2.620, -0.425], [-0.574, 1.613, -1.486], [-2.506, -0.128, -0.854], [-1.049, -0.498, 0.058], [-2.463, 0.181, 0.897], [-0.685, 1.920, 0.529], [-3.134, 2.362, -1.267], [-2.088, 3.622, -0.626], [-3.088, 2.658, 0.486], [-1.155, 1.345, -2.217], [2.961, 5.076, 3.051], [3.488, 6.477, 2.788], [2.354, 7.480, 2.652], [4.262, 6.474, 1.591], [2.330, 4.733, 2.223], [3.788, 4.363, 3.135], [2.374, 5.042, 3.974], [4.151, 6.781, 3.606], [1.702, 7.223, 1.810], [2.748, 8.482, 2.451], [1.749, 7.518, 3.563], [3.682, 6.206, 0.860], [-6.456, 3.111, 3.023], [-5.584, 2.000, 2.459], [-5.663, 0.746, 3.314], [-4.232, 2.446, 2.397], [-6.129, 3.392, 4.030], [-6.379, 4.012, 2.404], [-7.505, 2.805, 3.068], [-5.900, 1.768, 1.436], [-5.309, 0.943, 4.332], [-5.022, -0.041, 2.903], [-6.689, 0.369, 3.369], [-3.943, 2.654, 3.301], [2.590, -3.556, -5.072], [3.067, -3.019, -6.411], [4.190, -3.870, -6.982], [3.527, -1.680, -6.246], [3.402, -3.549, -4.335], [1.791, -2.926, -4.667], [2.215, -4.580, -5.168], [2.230, -2.993, -7.117], [5.058, -3.874, -6.314], [4.532, -3.464, -7.941], [3.863, -4.903, -7.136], [4.271, -1.693, -5.621], [-6.930, 6.795, 6.673], [-7.775, 5.863, 5.819], [-9.189, 6.396, 5.651], [-7.825, 4.577, 6.431], [-7.353, 6.897, 7.678], [-5.918, 6.392, 6.796], [-6.858, 7.789, 6.221], [-7.309, 5.740, 4.836], [-9.693, 6.485, 6.620], [-9.789, 5.710, 5.045], [-9.185, 7.378, 5.168], [-8.238, 4.676, 7.305], [-0.886, -4.518, 0.012], [-2.250, -4.023, 0.469], [-3.275, -5.145, 0.466], [-2.688, -2.980, -0.398], [-0.932, -4.904, -1.012], [-0.161, -3.697, 0.007], [-0.514, -5.310, 0.668], [-2.170, -3.600, 1.476], [-3.406, -5.554, -0.542], [-4.255, -4.772, 0.784], [-2.975, -5.957, 1.135], [-2.762, -3.347, -1.295], [1.322, -9.409, -4.943], [0.267, -8.345, -5.197], [0.700, -7.386, -6.294], [0.035, -7.614, -3.995], [2.265, -8.957, -4.617], [1.003, -10.085, -4.143], [1.512, -10.000, -5.845], [-0.678, -8.822, -5.477], [1.621, -6.861, -6.015], [-0.063, -6.618, -6.457], [0.871, -7.915, -7.236], [0.869, -7.186, -3.739]], "spin_multiplicity": 1, "total_charge": -1, "e_lumo_ev": 1.72, "homo_lumo_gap_ev": 6.52}



For each record above, in turn, the calculated max |F| values are 0.0227; 0.1441; 0.1622; 0.2088 Eh/bohr.
For each record above, in turn, the calculated total energy values are -76131.5442; -183182.2748; -69421.1869; -128155.7916 eV.